142
Properties=species:S:1:pos:R:3 method="wB97M-V/def2-TZVPD" gap_ev=10.9 relative_energy_kj_mol=53.0 smiles="COP(=O)(OC)OC.COP(=O)(OC)OC.COP(=O)(OC)OC.COP(=O)(OC)OC.COP(=O)(OC)OC.COP(=O)(OC)OC.COP(=O)(OC)OC.COP(=O)(OC)OC.CC#N" total_energy_ev=-169515.236 lumo_ev=0.45
C -3.2723 -6.8307 1.9118
O -3.5083 -6.6752 0.5280
P -2.5559 -5.7494 -0.4261
O -1.1162 -5.8375 -0.3049
O -3.2192 -6.0887 -1.8120
C -3.6828 -7.4415 -2.0710
O -3.1420 -4.3160 -0.1305
C -2.6542 -3.1402 -0.7970
H -4.2374 -7.1417 2.3917
H -3.1058 -5.7930 2.3190
H -2.4387 -7.5254 2.1150
H -2.9205 -7.9689 -2.6025
H -4.5496 -7.4765 -2.6998
H -4.0482 -7.9510 -1.2346
H -3.1237 -2.2924 -0.2699
H -2.8654 -3.0870 -1.7715
H -1.5453 -3.2210 -0.7310
C -2.0957 3.8746 0.4722
O -2.1026 4.8405 -0.6620
P -1.3521 6.2237 -0.5752
O -0.9473 6.6830 0.7245
O -2.2279 7.2611 -1.2681
C -2.6741 7.2240 -2.5975
O -0.0925 5.9902 -1.5311
C 1.0524 6.8469 -1.4509
H -1.0422 3.5744 0.7179
H -2.7424 3.0762 0.1991
H -2.4708 4.3698 1.4242
H -2.0654 6.6010 -3.2764
H -2.7229 8.2878 -2.9589
H -3.7107 6.9116 -2.5744
H 1.9385 6.2051 -1.2408
H 0.8854 7.4775 -0.5739
H 1.0659 7.3536 -2.3603
C 1.0349 3.0856 5.9972
O 1.6868 3.7301 4.8902
P 0.7833 4.1734 3.6901
O -0.2925 3.1549 3.4050
O 1.8600 4.4142 2.6155
C 1.7937 5.3688 1.5750
O 0.1389 5.5334 4.1775
C -1.3327 5.7555 3.9676
H 0.1157 3.6164 6.2191
H 1.7667 3.0725 6.8265
H 0.8090 1.9833 5.7924
H 0.9446 6.0668 1.6881
H 1.7832 4.8577 0.6531
H 2.6967 5.9740 1.6258
H -1.4408 6.1418 2.9450
H -1.5610 6.6441 4.6437
H -1.8968 4.8257 4.2047
C 6.8235 1.1019 -0.2665
O 6.9816 2.5476 -0.0208
P 7.1535 2.9240 1.4740
O 8.0514 2.0627 2.2140
O 7.5549 4.4394 1.3382
C 6.8471 5.3953 0.5465
O 5.6625 3.0416 2.0198
C 5.0365 1.7926 2.5699
H 6.5238 0.9678 -1.3323
H 5.9677 0.7337 0.3069
H 7.7574 0.5793 -0.0894
H 7.3110 6.3979 0.7716
H 5.7839 5.5202 0.8547
H 6.8918 5.0670 -0.4926
H 4.3329 2.0538 3.3645
H 5.7784 1.0436 2.8247
H 4.5087 1.2878 1.7457
C -6.4483 2.8590 -2.6233
O -5.4217 2.2342 -3.5102
P -4.3657 1.3739 -2.8064
O -4.6719 0.9819 -1.4242
O -4.1669 0.2559 -3.9232
C -3.2292 -0.8288 -3.7196
O -2.9833 2.1212 -2.7164
C -2.5265 2.8470 -3.8709
H -7.3616 2.8039 -3.3230
H -6.0556 3.8454 -2.5028
H -6.6786 2.4429 -1.6551
H -2.2229 -0.4950 -3.9331
H -3.5080 -1.5703 -4.4515
H -3.3019 -1.2235 -2.7071
H -1.4540 3.0696 -3.6291
H -3.0618 3.8055 -3.9433
H -2.5758 2.1326 -4.7373
C 3.9540 -7.3395 -4.3551
O 3.8486 -6.1870 -3.3972
P 2.8651 -6.4242 -2.1762
O 3.3641 -7.3322 -1.1372
O 2.7490 -4.8304 -1.8137
C 2.0557 -4.7699 -0.5194
O 1.4362 -6.6639 -2.8503
C 0.5704 -7.7182 -2.3665
H 3.1141 -7.2188 -5.0681
H 3.9730 -8.2777 -3.7666
H 4.9529 -7.1392 -4.8111
H 1.9683 -3.7235 -0.1959
H 2.7390 -5.2934 0.1598
H 1.0486 -5.1707 -0.6137
H -0.4646 -7.5292 -2.6021
H 0.5744 -7.7687 -1.2067
H 0.8740 -8.6338 -2.8724
C -3.2303 -0.4555 2.2367
O -2.0081 -1.0506 2.7249
P -2.1885 -2.4607 3.5303
O -3.5882 -2.6654 3.8943
O -1.6686 -3.5099 2.5296
C -0.3145 -3.6281 2.0427
O -1.1348 -2.2962 4.6020
C -1.4072 -1.4752 5.8069
H -3.9384 -0.3965 3.0379
H -3.6689 -1.0997 1.4389
H -3.0137 0.5646 1.8176
H 0.3914 -3.5644 2.8511
H -0.0747 -2.9666 1.2504
H -0.2281 -4.6376 1.6904
H -0.7737 -1.8009 6.6322
H -2.4473 -1.6600 6.0564
H -1.3193 -0.4049 5.5371
C 0.2640 -3.2153 -3.1447
O -0.2508 -1.9221 -2.9028
P 0.4785 -0.9931 -1.8636
O 0.8006 -1.6188 -0.5535
O 1.7033 -0.4630 -2.6254
C 2.8846 0.0055 -1.8873
O -0.4780 0.2071 -1.8689
C -1.4177 0.3906 -0.7974
H -0.4113 -3.7186 -3.7961
H 0.2016 -3.8923 -2.2696
H 1.1951 -2.9880 -3.6050
H 2.5927 0.9931 -1.4338
H 3.7512 0.0903 -2.5956
H 3.1118 -0.7862 -1.1537
H -1.2100 -0.2091 0.0824
H -2.4136 0.2438 -1.0582
H -1.3135 1.4861 -0.5157
C 1.1407 0.6667 2.0315
C 1.1809 1.5665 0.9731
N 1.3153 2.1717 0.0022
H 0.9804 1.1259 2.9873
H 2.0560 0.1080 1.8134
H 0.2956 0.0047 1.9424